1.
Formula: C51H39BCuF4N2O4S2
Source: the OMol25 dataset
Level of theory: ωB97M-V/def2-TZVPD

Summary:
calculated total energy	-5238.689069	hartree
molecular weight	958.37	g mol⁻¹
expectation value of S²	0.76
largest force on an atom	0.9	eV Å⁻¹
orbital gap (spin up / spin down)	7.1 / 6.5	eV
LUMO level (spin up / spin down)	-0.7 / -1.2	eV
spin multiplicity	2

XYZ file:
```
104
Properties=species:S:1:pos:R:3:lowdin_spin:R:1
Cu 0.38 -0.23 -0.21 0.636
C -1.16 1.35 2.24 0.000
O -0.36 1.70 1.11 -0.001
C 0.86 2.26 1.47 0.002
C 0.97 3.62 1.73 -0.001
C 2.21 4.13 2.08 0.002
C 3.32 3.30 2.16 0.000
C 3.20 1.94 1.90 0.006
C 1.96 1.42 1.56 0.014
N 1.71 0.06 1.24 0.144
N 2.51 -0.79 1.68 0.032
C 2.22 -2.11 1.49 0.006
C 0.92 -2.54 1.15 -0.004
O -0.07 -1.74 0.89 0.105
C 0.64 -3.95 1.19 0.009
C 1.61 -4.83 1.50 -0.009
C 2.95 -4.43 1.82 0.000
C 3.94 -5.37 2.12 -0.001
C 5.21 -4.97 2.43 0.001
C 5.53 -3.60 2.43 -0.001
C 4.57 -2.66 2.13 0.002
C 3.26 -3.06 1.82 -0.001
H -0.58 0.75 2.95 0.000
H -1.52 2.26 2.73 0.000
H -2.01 0.78 1.87 0.000
H 0.09 4.25 1.67 0.000
H 2.31 5.19 2.28 0.000
H 4.28 3.71 2.42 0.000
H 4.05 1.28 1.94 0.000
H -0.37 -4.26 0.94 0.000
H 1.38 -5.90 1.50 0.000
H 3.68 -6.43 2.10 0.000
H 5.98 -5.70 2.66 0.000
H 6.53 -3.28 2.67 0.000
H 4.82 -1.61 2.12 0.001
C -2.61 7.51 -3.04 0.000
C -2.33 6.05 -2.79 0.000
C -2.65 5.09 -3.75 0.000
C -2.36 3.75 -3.54 0.000
C -1.75 3.38 -2.36 0.000
C -1.39 4.31 -1.40 0.000
C -1.69 5.65 -1.62 0.000
S -1.34 1.65 -2.11 -0.001
O -1.01 1.10 -3.44 0.000
C -2.99 1.08 -1.63 0.000
C -3.57 1.74 -0.51 0.000
C -4.77 1.33 -0.03 0.000
C -5.46 0.24 -0.62 0.000
C -6.70 -0.22 -0.11 0.000
C -7.32 -1.30 -0.66 0.000
C -6.73 -1.98 -1.75 0.000
C -5.55 -1.55 -2.27 0.000
C -4.88 -0.42 -1.72 0.000
C -3.61 0.02 -2.24 0.000
C -3.03 -0.71 -3.40 0.002
C -3.58 -0.51 -4.70 0.000
C -4.63 0.43 -4.93 0.000
C -5.13 0.62 -6.19 0.000
C -4.62 -0.12 -7.28 0.001
C -3.61 -1.02 -7.09 0.000
C -3.06 -1.23 -5.80 0.001
C -1.99 -2.14 -5.59 0.000
C -1.46 -2.31 -4.35 0.001
C -2.00 -1.61 -3.26 0.003
S -1.15 -1.83 -1.70 0.022
O -0.08 -2.82 -1.95 0.002
C -2.45 -2.62 -0.77 0.004
C -2.87 -3.88 -1.19 0.001
C -3.89 -4.51 -0.48 0.000
C -4.48 -3.90 0.62 0.000
C -5.60 -4.56 1.36 0.000
C -4.01 -2.65 1.03 0.000
C -3.00 -2.01 0.34 0.000
H -3.36 7.64 -3.83 0.000
H -1.71 8.04 -3.35 0.000
H -2.98 8.00 -2.14 0.000
H -3.13 5.39 -4.67 0.000
H -2.59 3.00 -4.29 0.000
H -0.87 4.00 -0.50 0.000
H -1.42 6.39 -0.88 0.000
H -3.05 2.57 -0.06 0.000
H -5.23 1.84 0.81 0.000
H -7.13 0.30 0.73 0.000
H -8.26 -1.65 -0.25 0.000
H -7.22 -2.84 -2.17 0.000
H -5.10 -2.08 -3.10 0.000
H -5.02 1.00 -4.10 0.000
H -5.92 1.33 -6.35 0.000
H -5.02 0.04 -8.27 0.000
H -3.20 -1.58 -7.92 0.000
H -1.59 -2.67 -6.44 0.000
H -0.61 -2.96 -4.18 0.000
H -2.40 -4.35 -2.04 0.000
H -4.23 -5.48 -0.80 0.000
H -5.76 -5.58 1.02 0.000
H -6.54 -4.01 1.22 0.000
H -5.41 -4.60 2.44 0.000
H -4.46 -2.17 1.90 0.000
H -2.64 -1.04 0.66 0.000
F 2.37 -0.04 -3.38 0.001
B 2.65 0.18 -2.06 0.001
F 1.41 0.84 -1.45 0.022
F 2.76 -1.00 -1.33 -0.001
F 3.68 1.05 -1.83 0.001
```



2.
Formula: C51H39Cl4N9O3P2Sr
Source: the OMol25 dataset
Level of theory: ωB97M-V/def2-TZVPD

Summary:
calculated total energy	-5239.718783	hartree
molecular weight	1117.31	g mol⁻¹
largest force on an atom	1.1	eV Å⁻¹
relative energy (zero: lowest compared OMol25 entry of this formula, charge and spin)	0.0	kcal/mol
orbital gap	6.4	eV
LUMO level	0.1	eV

XYZ file:
```
109
Properties=species:S:1:pos:R:3:lowdin_charge:R:1
Sr 0.00 -0.31 -0.03 1.284
C -4.59 0.19 3.43 -0.073
N -3.61 -0.58 2.68 -0.124
C -2.72 -0.15 1.80 -0.141
N -2.04 -1.17 1.30 -0.015
C -2.58 -2.23 1.95 -0.218
N -3.54 -1.93 2.80 0.132
C -4.12 0.64 4.79 -0.187
C -5.12 1.02 5.69 -0.041
C -4.79 1.50 6.94 -0.058
C -3.46 1.61 7.31 -0.018
C -2.46 1.23 6.41 -0.123
C -2.78 0.75 5.15 0.045
C -1.08 1.39 6.89 -0.303
N -0.74 1.97 7.98 0.130
N 0.67 1.89 8.04 0.132
C 1.02 1.27 6.97 -0.304
O -0.02 0.91 6.18 0.115
C 2.40 0.93 6.59 -0.125
C 3.39 1.19 7.53 -0.017
C 4.71 0.91 7.23 -0.059
C 5.04 0.37 6.01 -0.040
C 4.06 0.11 5.06 -0.188
C 4.51 -0.43 3.73 -0.076
N 3.46 -1.00 2.92 -0.130
C 2.80 -0.44 1.91 -0.134
N 1.90 -1.28 1.42 -0.014
C 2.07 -2.38 2.21 -0.204
N 2.99 -2.26 3.13 0.133
C 2.73 0.40 5.35 0.043
H -5.47 -0.44 3.51 0.132
H -4.86 1.05 2.80 0.141
H -2.60 0.90 1.58 0.148
H -2.27 -3.25 1.80 0.108
H -6.16 0.93 5.41 0.115
H -5.56 1.80 7.64 0.108
H -3.17 1.98 8.28 0.113
H -2.00 0.48 4.45 0.122
H 3.12 1.61 8.49 0.114
H 5.48 1.10 7.97 0.108
H 6.08 0.14 5.78 0.115
H 5.26 -1.22 3.87 0.134
H 4.97 0.35 3.12 0.140
H 3.00 0.56 1.58 0.153
H 1.50 -3.29 2.10 0.107
H 1.95 0.22 4.61 0.122
C 0.33 0.22 -3.94 -0.174
N -0.01 -1.16 -3.48 -0.498
P -1.58 -1.14 -2.67 0.989
C -2.10 -2.90 -2.70 -0.375
C -1.67 -3.84 -3.62 -0.093
C -2.16 -5.13 -3.57 -0.073
C -3.09 -5.49 -2.60 -0.083
C -3.53 -4.55 -1.68 -0.080
C -3.03 -3.26 -1.73 -0.115
C -2.69 -0.46 -3.93 -0.373
C -3.75 0.32 -3.49 -0.091
C -4.70 0.79 -4.39 -0.076
C -4.58 0.49 -5.73 -0.079
C -3.51 -0.29 -6.18 -0.074
C -2.57 -0.76 -5.28 -0.093
P 1.41 -1.67 -2.51 1.002
C 2.65 -1.81 -3.82 -0.404
C 3.98 -1.57 -3.49 -0.090
C 4.97 -1.72 -4.44 -0.075
C 4.64 -2.10 -5.73 -0.079
C 3.31 -2.33 -6.07 -0.072
C 2.32 -2.19 -5.12 -0.108
C 1.11 -3.42 -2.05 -0.355
C 1.69 -4.49 -2.72 -0.075
C 1.50 -5.79 -2.29 -0.069
C 0.73 -6.05 -1.17 -0.073
C 0.15 -4.99 -0.48 -0.076
C 0.36 -3.69 -0.90 -0.143
H -0.51 0.62 -4.50 0.070
H 1.18 0.17 -4.60 0.072
H 0.53 0.89 -3.09 0.047
H -0.94 -3.56 -4.37 0.096
H -1.81 -5.87 -4.28 0.106
H -3.46 -6.51 -2.56 0.103
H -4.26 -4.83 -0.93 0.104
H -3.36 -2.53 -1.00 0.086
H -3.83 0.58 -2.44 0.100
H -5.52 1.39 -4.03 0.104
H -5.31 0.86 -6.44 0.104
H -3.41 -0.52 -7.23 0.104
H -1.75 -1.38 -5.63 0.103
H 4.24 -1.26 -2.48 0.102
H 6.00 -1.53 -4.18 0.105
H 5.41 -2.20 -6.48 0.104
H 3.04 -2.61 -7.08 0.105
H 1.28 -2.36 -5.36 0.101
H 2.30 -4.31 -3.60 0.099
H 1.96 -6.61 -2.83 0.106
H 0.57 -7.07 -0.84 0.107
H -0.47 -5.19 0.39 0.106
H -0.15 -2.92 -0.33 0.053
Cl 0.64 6.70 -0.31 0.633
C 0.45 5.08 0.29 -0.723
C 0.43 4.84 1.64 -0.728
Cl 0.58 6.13 2.78 0.637
C 0.27 3.52 2.10 -0.611
Cl 0.23 3.16 3.80 0.697
C 0.15 2.45 1.23 -0.437
O 0.00 1.20 1.63 -0.375
C 0.18 2.71 -0.19 -0.431
O 0.07 1.69 -1.01 -0.392
C 0.33 4.02 -0.62 -0.619
Cl 0.37 4.29 -2.33 0.665
```